No. 1
Computed, not measured: an isolated ion of composition C7H12O and charge +1, with wB97M-V/def2-TZVPD.

Each line ends with the natural charge from an NBO analysis.
Element x y z (Å)
O: 1.1507 3.4015 2.0691  -0.470
C: 1.2317 2.2250 2.1048  0.448
C: 0.1111 1.2815 1.7547  -0.496
C: 0.4630 0.7619 0.3200  -0.405
C: -0.7153 -0.1629 -0.0054  -0.505
C: -1.5501 -0.9880 -2.2164  -0.082
C: -0.6076 -1.0457 -1.2543  0.303
C: 0.4889 -2.0139 -1.1822  -0.717
H: 2.2210 1.6648 2.2560  0.095
H: -0.7902 1.8323 1.6929  0.227
H: 0.0170 0.4529 2.4730  0.226
H: 1.4395 0.3602 0.3652  0.219
H: 0.6681 1.5222 -0.4161  0.239
H: -1.6785 0.4652 0.0984  0.254
H: -1.0082 -0.8085 0.8377  0.285
H: -1.1970 -1.5745 -3.0773  0.218
H: -2.6426 -0.6793 -2.2405  0.275
H: 0.7410 -2.2261 -0.1027  0.288
H: 0.2509 -2.9526 -1.8500  0.277
H: 1.4066 -1.5159 -1.6271  0.320

Values from the calculation:
Net charge: +1
LUMO level (alpha / beta), eV: -4.96 / -8.76
HOMO (alpha / beta), eV: -12.811 / -12.808
Energy, Eh: -348.747647
⟨S²⟩: 0.75
Frontier orbital gap (alpha / beta), eV: 7.849 / 4.045
Energy above the lowest of the compared OMol25 structures with the same formula, charge and spin, kJ/mol: 116.8
2S+1: 2

No. 2
Computed, not measured: an isolated ion of composition C7H12O and charge +1, with wB97M-V/def2-TZVPD.

Each line ends with the natural charge from an NBO analysis.
Element x y z (Å)
C: -3.0549 -0.2690 0.9290  -0.579
C: -2.6081 0.6436 -0.2774  -0.530
C: -1.3263 0.1427 -0.9503  0.280
C: -0.1150 0.3492 -0.1628  -0.368
C: 1.0449 -0.3399 -0.3045  0.135
C: 2.3928 -0.0781 0.5050  -0.028
O: 2.5970 -0.8890 1.6287  -0.194
C: 3.5383 -0.1265 -0.6305  -0.599
H: -2.1756 -0.3809 1.6408  0.218
H: -4.0129 -0.0133 1.4907  0.274
H: -3.1659 -1.2748 0.4128  0.217
H: -2.5360 1.5839 0.2494  0.259
H: -3.5554 0.6854 -0.9551  0.269
H: -1.3611 -0.6479 -1.6877  0.228
H: -0.3493 1.1112 0.6585  0.250
H: 1.0228 -1.1890 -0.9505  0.213
H: 2.3751 0.9543 0.8362  0.230
H: 4.3811 0.2079 0.0248  0.259
H: 3.5998 -1.1020 -1.0992  0.235
H: 3.3086 0.6320 -1.3580  0.231

Values from the calculation:
Net charge: +1
LUMO level (alpha / beta), eV: -7.06 / -7.05
HOMO (alpha / beta), eV: -15.119 / -14.554
Energy, Eh: -348.701307
⟨S²⟩: 0.75
Frontier orbital gap (alpha / beta), eV: 8.059 / 7.504
Energy above the lowest of the compared OMol25 structures with the same formula, charge and spin, kJ/mol: 238.4
2S+1: 2